Density functional theory data (ωB97M-V with the def2-TZVPD basis set) for a 11-piece molecular cluster, C23H58F4N9O21S4 overall.

Structure (XYZ):
```
119
C23H58F4N9O21S4 ωB97M-V with the def2-TZVPD basis set
N -0.9237 -1.1917 -0.1487
S -0.9921 0.0614 -1.0768
O 0.2099 0.6954 -1.4649
O -2.1670 0.8534 -0.9628
F -1.4229 -0.8261 -2.4015
S -0.5995 -0.3470 1.2781
O -1.7022 0.2471 1.9159
O 0.6854 0.2267 1.4368
F -0.4350 -1.6935 2.1208
N 3.3551 -2.0781 5.2177
S 3.4135 -0.8971 6.2709
O 3.0651 -1.3300 7.5787
O 3.1735 0.4359 5.8426
F 5.0453 -0.9175 6.3365
S 1.6981 -2.1738 5.0326
O 1.1587 -0.9946 4.4487
O 0.9786 -2.9165 5.9925
F 1.7319 -3.2112 3.7920
C 4.4018 4.0843 -4.9923
C 4.4513 4.0990 -3.5021
O 4.7172 4.9727 -2.7718
N 4.1573 2.7042 -2.8511
H 4.2783 1.9483 -3.5246
H 4.9026 2.6416 -2.1544
C 2.7652 2.6644 -2.3001
H 4.3033 5.1232 -5.2989
H 3.6665 3.3957 -5.3979
H 5.3947 3.7716 -5.3363
H 2.1056 3.1322 -3.0257
H 2.6941 3.2918 -1.4071
H 2.4717 1.6671 -1.9966
C 2.8058 -4.2281 -2.0909
C 2.1741 -3.0224 -1.4767
O 2.6287 -1.9331 -1.4269
N 0.8778 -3.2878 -0.7208
H 0.4177 -2.3681 -0.4863
H 0.2205 -3.7940 -1.3124
C 1.2259 -3.9261 0.6191
H 2.0545 -4.8908 -2.5225
H 3.3721 -4.7902 -1.3445
H 3.5283 -3.9122 -2.8384
H 1.6835 -4.8909 0.4113
H 0.2851 -4.1048 1.1269
H 1.9307 -3.2643 1.1070
C 0.7886 2.0749 -6.0746
C 0.9025 0.8178 -5.2632
O 1.6921 0.6430 -4.3867
N 0.2325 -0.3764 -5.8865
H -0.7835 -0.1477 -5.9873
H 0.5942 -0.3797 -6.8435
C 0.3681 -1.6684 -5.1583
H 1.3088 2.8250 -5.4912
H -0.2820 2.3049 -6.1414
H 1.1380 1.9842 -7.1034
H 0.4190 -1.4303 -4.1017
H 1.3250 -2.0845 -5.4689
H -0.4485 -2.2962 -5.4952
C -1.4156 1.5422 4.7049
C -2.2553 0.3334 5.0613
O -2.3317 -0.7076 4.5001
N -3.2960 0.4655 6.1981
H -3.3508 -0.5182 6.4771
H -3.0322 1.0444 6.9986
C -4.6583 0.8668 5.6899
H -0.4138 1.2834 5.0742
H -1.8760 2.3491 5.2727
H -1.2540 1.6991 3.6421
H -4.6464 1.8053 5.1503
H -5.3132 0.8625 6.5569
H -4.9673 0.0387 5.0561
C -5.5156 -2.0732 -1.1841
C -4.4439 -2.0506 -0.1554
O -4.4138 -1.4386 0.8499
N -3.2348 -2.9574 -0.4306
H -3.1266 -3.1077 -1.4382
H -2.4460 -2.2887 -0.2635
C -3.3819 -4.2609 0.2875
H -6.1041 -2.9408 -0.8427
H -5.1695 -2.2516 -2.2002
H -6.1805 -1.2184 -1.1480
H -3.2875 -4.1062 1.3561
H -2.6151 -4.9539 -0.0539
H -4.3292 -4.6905 -0.0269
C -5.2218 3.1322 -2.0602
C -5.1440 2.3534 -0.7810
O -5.2009 1.1739 -0.7197
N -4.7951 3.1036 0.5250
H -4.2920 3.9286 0.1792
H -5.6814 3.4627 0.8906
C -3.9730 2.2723 1.4715
H -5.4496 2.4713 -2.8877
H -4.2040 3.5195 -2.2115
H -5.8759 3.9965 -1.9426
H -4.3976 1.2886 1.6121
H -3.9671 2.8571 2.3916
H -2.9573 2.3474 1.0769
C 3.9679 -0.1337 1.4379
C 4.6914 -0.1623 2.7462
O 4.9464 0.7495 3.4412
N 5.2017 -1.5412 3.2248
H 4.7003 -1.8865 4.0767
H 4.9260 -2.2320 2.5260
C 6.6858 -1.5241 3.3243
H 3.1087 -0.8047 1.4706
H 4.5786 -0.1881 0.5408
H 3.5533 0.8793 1.4861
H 7.1179 -1.4329 2.3250
H 7.0145 -2.4911 3.6937
H 7.0678 -0.6724 3.8748
O -3.8444 0.7793 -4.0280
C -2.7135 0.8952 -4.8323
O -2.5309 0.0033 -5.6852
O -1.9379 1.8204 -4.4968
H -3.5966 1.4841 -3.4121
O 1.7928 2.8801 0.8448
C 0.6713 3.6652 0.5700
O -0.4604 3.1079 0.6410
O 0.8691 4.8713 0.4341
H 1.3671 2.0076 0.8266
```

Max |F| in eV Å⁻¹: 6.94
Spin multiplicity: 1
HOMO-LUMO gap in eV: 5.184
E_LUMO in eV: -7.25
Total charge: +3
Relative energy (zero: lowest compared OMol25 entry of this formula, charge and spin) in eV: 0.000

---

Density functional theory data (ωB97M-V with the def2-TZVPD basis set) for a 4-piece molecular cluster, C23H59BrIN3O7P overall.

Structure (XYZ):
```
95
C23H59BrIN3O7P ωB97M-V with the def2-TZVPD basis set
C 0.6961 -3.8961 -1.5473
C -0.5210 -4.3035 -0.7011
C -1.2731 -3.0910 -0.1737
I -2.3049 -3.5675 1.6632
P -2.1934 -2.0952 -1.5624
Br -2.2034 -0.1398 -0.0688
C -3.9855 -2.5301 -1.0467
C -4.4783 -3.9724 -1.0700
O -3.4905 -4.9267 -1.4688
H 0.3665 -3.7164 -2.5577
H 1.3887 -4.7292 -1.5705
H 1.1700 -2.9988 -1.1767
H -0.1535 -4.8530 0.1567
H -1.1586 -4.9095 -1.3289
H -0.5093 -2.4155 0.1720
H -0.8484 -1.6860 -1.9436
H -2.6969 -1.2024 -2.5672
H -2.1046 -3.1840 -2.5070
H -4.5733 -1.9978 -1.7855
H -4.2713 -2.0514 -0.1262
H -4.8306 -4.2336 -0.0740
H -5.3437 -4.0691 -1.7193
H -3.9423 -5.7736 -1.5933
C -6.9760 5.1478 -3.0455
O -7.8478 4.0377 -3.1039
C -8.2137 3.6393 -4.4172
C -7.5986 2.3064 -4.7863
N -6.1587 2.4166 -4.9672
C -5.4633 1.1396 -5.1261
C -5.4820 0.1522 -3.9637
O -4.7591 0.5714 -2.8335
C -5.4538 1.3986 -1.9242
H -6.9064 5.4520 -2.0026
H -5.9704 4.9001 -3.4007
H -7.3646 5.9878 -3.6302
H -7.9421 4.4062 -5.1492
H -9.3033 3.5341 -4.4290
H -8.0450 1.9623 -5.7250
H -7.8689 1.5895 -3.9993
H -5.7614 2.9010 -4.1734
H -4.4166 1.3677 -5.3384
H -5.8655 0.6402 -6.0147
H -4.9798 -0.7571 -4.3083
H -6.5019 -0.1447 -3.6820
H -6.5239 1.1692 -1.8978
H -5.3099 2.4581 -2.1653
H -5.0298 1.2272 -0.9346
C 1.9980 0.6150 6.3336
O 0.7859 1.0391 5.7489
C 0.7739 2.3965 5.3279
C 0.7446 2.5123 3.8192
N 2.0080 2.0839 3.2331
C 1.9887 1.9647 1.7743
C 1.0648 0.9257 1.1524
O 1.4403 -0.4136 1.4158
C 0.9151 -0.9754 2.6037
H 1.8263 -0.3731 6.7576
H 2.8066 0.5393 5.5976
H 2.3100 1.2911 7.1365
H 1.6298 2.9397 5.7413
H -0.1379 2.8500 5.7283
H 0.5676 3.5582 3.5502
H -0.1057 1.9208 3.4570
H 2.2646 1.1860 3.6214
H 3.0096 1.7199 1.4628
H 1.7547 2.9450 1.3466
H 1.1387 1.0392 0.0682
H 0.0103 1.0833 1.3959
H -0.0775 -0.5811 2.8315
H 1.5838 -0.8156 3.4590
H 0.8256 -2.0507 2.4479
C 9.1468 -2.2168 0.2429
O 8.3911 -1.2216 -0.4142
C 7.0203 -1.5589 -0.6130
C 6.1090 -0.7040 0.2383
N 6.2416 -1.0303 1.6523
C 5.5407 -0.1187 2.5526
C 5.9982 1.3373 2.5996
O 7.2869 1.5234 3.1641
C 8.3728 1.3701 2.2725
H 10.1938 -1.9216 0.1873
H 8.8696 -2.3151 1.2985
H 9.0324 -3.1892 -0.2455
H 6.8485 -2.6209 -0.4183
H 6.7906 -1.3688 -1.6650
H 5.0739 -0.8790 -0.0673
H 6.3518 0.3468 0.0274
H 7.2212 -1.0474 1.9010
H 5.6385 -0.5255 3.5625
H 4.4742 -0.1446 2.3038
H 5.3086 1.8699 3.2598
H 5.9290 1.8319 1.6237
H 8.1136 1.6831 1.2580
H 8.7380 0.3391 2.2497
H 9.1872 2.0000 2.6334
```

Max |F| in eV Å⁻¹: 1.89
Spin multiplicity: 1
HOMO-LUMO gap in eV: 6.548
E_LUMO in eV: 2.34
Total charge: -1

---

Density functional theory data (ωB97M-V with the def2-TZVPD basis set) for a 3-piece molecular cluster, C23H59N10O3P2 overall.

Structure (XYZ):
```
97
C23H59N10O3P2 ωB97M-V with the def2-TZVPD basis set
C 6.7795 -1.0686 3.4853
O 8.0560 -0.4585 3.3208
C 8.6913 -0.8401 2.0967
C 8.8373 0.3623 1.0665
C 7.4185 0.4908 0.3154
C 6.6261 1.6277 1.0841
C 5.1824 1.9205 0.5340
N 4.2065 0.8206 0.7595
C 4.2874 -0.5434 0.1422
C 2.8676 -1.0424 -0.3215
N 2.5618 -2.2861 -0.2335
C 3.1521 1.0306 1.5201
N 2.2454 2.1506 1.4897
C 2.0047 2.5410 2.9027
C 2.2794 1.1146 3.6258
N 2.6386 0.1084 2.5619
H 5.9722 -0.6117 2.8371
H 6.4745 -0.9079 4.5585
H 6.7668 -2.1772 3.3166
H 8.2312 -1.7494 1.6129
H 9.7489 -1.1368 2.3614
H 9.6290 0.1448 0.2985
H 9.0620 1.3243 1.5981
H 7.5300 0.7595 -0.7671
H 6.9501 -0.5237 0.3955
H 6.6739 1.4227 2.1844
H 7.2211 2.5751 0.9215
H 4.7937 2.8120 1.1094
H 5.1572 2.2024 -0.5529
H 4.7602 -1.2176 0.9157
H 4.9870 -0.4540 -0.7261
H 2.1521 -0.2805 -0.7166
H 3.3784 -2.7766 0.1670
H 1.4340 1.9506 0.9029
H 2.9341 3.1203 3.1469
H 1.0217 3.0194 3.1191
H 1.4350 0.8540 4.3081
H 3.2237 1.1838 4.2254
H 1.6940 -0.0619 2.1732
O -3.7691 -2.0520 -3.0486
P -2.4874 -1.6985 -3.8210
N -2.5847 -2.9702 -4.9428
C -2.0538 -4.3112 -4.8642
C -3.6139 -2.8332 -5.9675
N -1.4573 -1.8603 -2.4450
C -0.5784 -2.9715 -2.1255
C -2.0402 -1.3449 -1.1963
N -1.0974 -1.1050 -4.7395
C -0.0277 -1.8362 -5.3801
C -0.7319 0.2748 -4.4243
H -1.8676 -4.7008 -5.8709
H -2.7406 -4.9965 -4.3521
H -1.0866 -4.3556 -4.3712
H -3.2255 -2.2643 -6.8212
H -4.4925 -2.3077 -5.5840
H -3.9643 -3.7983 -6.3377
H -1.0255 -3.9462 -2.3254
H -0.3037 -2.9813 -1.0678
H 0.3784 -2.8710 -2.6430
H -2.6711 -2.0969 -0.7061
H -2.6492 -0.4595 -1.3754
H -1.2548 -1.0426 -0.4951
H 0.5065 -2.5144 -4.7146
H 0.7231 -1.1556 -5.7928
H -0.3923 -2.4098 -6.2358
H -0.0437 0.3246 -3.5698
H -1.6227 0.8560 -4.1751
H -0.2690 0.7737 -5.2806
O -3.8519 1.0690 0.0453
P -5.1201 1.3289 0.8780
N -4.8543 2.9952 1.0870
C -4.1236 3.6886 2.1195
C -5.0888 3.8261 -0.0889
N -4.6522 0.2375 2.1274
C -4.0750 0.5794 3.4138
C -4.0412 -1.0065 1.6288
N -6.6645 1.5623 1.6990
C -7.0002 2.4072 2.8235
C -7.5934 0.4429 1.5314
H -4.5210 4.7014 2.2457
H -3.0527 3.7662 1.8856
H -4.2333 3.2287 3.0978
H -6.1441 4.1189 -0.1418
H -4.8405 3.2933 -1.0110
H -4.4869 4.7369 -0.0828
H -3.3260 1.3713 3.3505
H -3.5690 -0.2763 3.8689
H -4.8506 0.8401 4.1368
H -2.9665 -0.8807 1.4408
H -4.5091 -1.3425 0.7029
H -4.1704 -1.8149 2.3534
H -6.3823 2.2376 3.7051
H -8.0353 2.2499 3.1389
H -6.9411 3.4662 2.5600
H -7.4352 -0.3291 2.2937
H -7.4593 -0.0180 0.5502
H -8.6341 0.7746 1.5752
```

Max |F| in eV Å⁻¹: 7.03
Spin multiplicity: 1
HOMO-LUMO gap in eV: 4.536
E_LUMO in eV: -4.78
Total charge: +1